Density functional theory data (the ωB97M-V functional and the def2-TZVPD basis) for the molecule C6H11NO2.

Its gap between HOMO and LUMO is 0.3458 Eh. The structure (SMILES) is C[C@]12COCO[C@@H]1[C@H]2N. The value obtained for the highest occupied orbital energy is -8.48 eV. The spin multiplicity is 1. The value obtained for the LUMO energy is 0.93 eV.

Bonds (Å) are listed after each position.
CARTESIAN COORDINATES (ANGSTROEM)
1 O 1.94123 0.32450 0.74339  C7 1.449, C9 1.484
2 O 1.00291 -1.14859 -0.99570  C8 1.390, C9 1.431
3 N -2.60521 -0.43491 0.52615  C5 1.455, H14 1.024, H19 1.019
4 C 0.04702 1.56149 -1.06024  C6 1.539, H16 1.109, H17 1.109, H20 1.095
5 C -1.51452 -0.26975 -0.42273  N3 1.455, C6 1.488, C8 1.524, H13 1.092
6 C -0.29175 0.47659 -0.02207  C4 1.539, C5 1.488, C7 1.483, C8 1.527
7 C 0.58640 0.61851 1.16430  O1 1.449, C6 1.483, H10 1.102, H12 1.114
8 C -0.19427 -1.02159 -0.30091  O2 1.390, C5 1.524, C6 1.527, H11 1.128
9 C 2.07336 -0.90548 -0.07707  O1 1.484, O2 1.431, H15 1.106, H18 1.119
10 H 0.73405 1.62678 1.58369  C7 1.102
11 H -0.16286 -1.74837 0.56100  C8 1.128
12 H 0.29424 -0.10652 1.95846  C7 1.114
13 H -1.91008 -0.15398 -1.43371  C5 1.092
14 H -2.26081 -0.50382 1.48765  N3 1.024
15 H 2.96373 -0.73144 -0.70902  C9 1.106
16 H 1.14938 1.60993 -1.16994  C4 1.109
17 H -0.37819 2.52517 -0.71365  C4 1.109
18 H 2.07832 -1.80971 0.58239  C9 1.119
19 H -3.18486 -1.25394 0.34836  N3 1.019
20 H -0.36809 1.34514 -2.05033  C4 1.095